Record 1
DFT (ωB97M-V with the def2-TZVPD basis set) results for a structure of composition C11H13ClHfN2O2 at a distorted geometry.

The calculation puts the HOMO energy (spin up / spin down) at -14.104 / -14.150 eV. The calculated total energy comes out at -32496.85266 eV.

```
! RIJCOSX wB97M-V def2-TZVPD def2/J DEFGRID3
* xyz 2 1
H -1.663 -1.203 5.155
C 0.717 -1.626 -1.525
H 0.527 0.993 6.525
N -0.018 0.120 2.061
H 0.257 1.781 -4.022
C -0.601 -1.125 5.439
Cl -4.163 1.546 -1.775
C -0.083 1.745 -2.982
H 0.248 2.667 -2.498
H 1.661 1.206 5.153
C 1.704 0.479 -1.586
C 0.454 0.559 -2.306
C -0.002 0.018 3.384
C 1.871 -0.870 -1.117
O 0.487 -2.059 2.465
Hf 0.010 0.062 -0.107
C 0.598 1.126 5.433
H 0.554 -2.667 -1.351
C 0.290 -1.270 1.464
C -1.942 -0.185 0.438
O -3.065 -0.325 0.691
H 2.715 -1.244 -0.579
H -0.531 -0.984 6.529
N 0.000 0.003 4.653
H -1.092 -1.008 -2.688
H 0.071 2.052 5.152
C -0.154 -0.748 -2.248
H -0.074 -2.050 5.164
H -1.176 1.740 -2.993
H 2.388 1.284 -1.447
*
```

=====

Record 2
DFT (ωB97M-V with the def2-TZVPD basis set) results for the molecule C4H9NO2 at a distorted geometry.

The calculation puts the HOMO energy at -9.709 eV. Its SMILES is C[C@H](O)CNC=O. The calculated total energy comes out at -9877.72249 eV.

```
! RIJCOSX wB97M-V def2-TZVPD def2/J DEFGRID3
* xyz 0 1
H 2.985 -0.177 -0.788
H 0.695 1.917 0.478
C 0.876 0.177 -0.237
C 2.116 -0.700 -0.453
O -2.573 0.712 -1.030
H 1.966 -1.512 -1.223
H -0.268 -1.591 0.550
H -0.951 -0.692 -0.922
H -1.389 -0.110 1.767
H -3.107 1.142 0.735
H 2.245 -1.128 0.636
H 0.419 0.754 -1.212
C -0.440 -0.688 0.056
O 1.257 1.187 0.674
C -2.489 0.568 0.188
N -1.342 0.141 0.782
*
```

=====

Record 3
DFT (ωB97M-V with the def2-TZVPD basis set) results for a structure of composition C5H8N2O2.

The calculation puts the HOMO energy (spin up / spin down) at -7.538 / -7.882 eV. The calculated total energy comes out at -12385.04100 eV.

```
! RIJCOSX wB97M-V def2-TZVPD def2/J DEFGRID3
* xyz 0 1
H 0.464 -2.294 1.505
C 2.331 1.453 0.111
C -0.178 -1.423 1.342
C -0.357 1.061 0.107
N -0.780 -1.543 -1.020
C 1.399 0.620 -0.049
H -1.406 2.369 -1.039
H -1.206 -1.698 1.576
O -0.886 1.400 1.152
H 2.474 2.429 0.526
N -0.796 1.565 -1.117
O 1.262 -0.655 -0.516
H 0.121 -0.677 2.073
H -0.688 -1.206 -1.966
H -1.595 -2.074 -0.756
C -0.040 -0.938 -0.065
H -0.117 1.610 -1.862
*
```

=====

Record 4
DFT (ωB97M-V with the def2-TZVPD basis set) results for a structure of composition C53H50DyF3N5O4S3 at a distorted geometry.

The calculation puts the HOMO energy (spin up / spin down) at -2.620 / -2.612 eV. Its expectation value of S² is 9.3276. The calculated total energy comes out at -136154.87203 eV.

```
! RIJCOSX wB97M-V def2-TZVPD def2/J DEFGRID3
* xyz -1 6
C 3.364 1.366 6.262
C 3.382 -4.340 0.759
C -2.636 2.522 -2.735
C 1.633 4.178 -4.003
C -2.189 1.791 2.738
H 1.313 3.428 -4.744
H 3.223 3.134 -2.915
H -2.255 -3.734 5.473
H 3.877 -0.149 4.824
C 6.213 -1.741 -0.344
H 4.086 5.238 -1.797
H -0.308 3.860 -3.120
H -3.352 1.893 -7.466
O 1.258 -1.984 -3.173
H -5.708 -1.140 1.422
O -1.060 0.847 -1.217
H -1.969 -3.217 -1.061
C -2.399 -0.683 -6.446
H 0.526 -6.005 1.357
N 2.052 5.176 -1.449
H 3.165 6.293 -2.855
H 4.489 -2.841 -2.571
C 0.679 -3.850 1.017
H 1.682 -4.815 6.638
S 1.383 -1.066 3.594
Dy -0.309 -0.300 0.548
H 6.880 -2.239 -1.096
H 4.974 -1.165 -2.466
C -2.414 -2.209 -6.483
H 0.238 2.026 7.348
H 2.727 0.978 0.877
H -0.511 -1.641 -4.994
C 3.907 -1.907 0.514
C -2.218 3.627 4.843
C -1.214 0.534 -2.473
H -2.961 -2.530 -7.354
H -6.124 -3.014 -0.136
C 1.561 -3.073 5.421
C 3.060 4.105 -3.402
H -4.750 3.392 -5.337
C -3.786 -0.154 -6.893
O 0.400 -1.438 -1.164
C -2.969 2.444 4.947
H 2.591 2.793 7.696
C 1.019 -4.129 6.140
H -0.305 0.398 5.612
H -4.277 -3.963 -1.483
H 3.818 4.209 -4.158
O 0.272 -0.591 2.700
C -1.197 -3.558 5.464
H -0.937 4.839 3.637
C 1.572 -2.794 0.865
H 4.509 -1.766 1.430
H 2.623 -2.848 5.478
H 4.402 1.635 6.505
C -2.503 -1.689 0.328
H 2.899 -6.398 1.066
C 1.176 -5.148 1.175
C -0.638 -0.585 -3.125
C -1.027 -0.860 -4.438
C 1.843 1.519 0.462
F -4.005 4.510 -3.003
C -5.137 -2.613 -0.023
C -3.242 -0.014 1.993
H -3.530 2.256 5.843
C -4.888 -1.568 0.859
H -0.743 -5.227 6.726
H -1.304 -1.905 4.085
C -2.491 0.987 -4.588
N -2.245 0.800 1.767
F 2.060 1.765 -0.883
C -2.095 1.343 -3.264
C 0.454 -1.414 -2.439
C 0.798 4.751 -1.726
H 3.327 -1.008 0.287
S -0.520 5.108 -0.722
C -1.508 3.892 3.682
C -3.424 1.753 -5.317
H -0.376 -3.641 1.086
H -2.297 2.892 -1.770
C -3.915 1.334 -6.660
N 4.859 -2.193 -0.578
H 6.335 -0.627 -0.463
C -3.556 -1.129 1.081
C 2.373 1.991 6.997
H 3.305 -1.669 -1.950
H 1.501 5.139 -4.515
C 2.535 -5.391 1.019
C 2.926 -3.012 0.687
C 3.069 0.398 5.324
H -1.393 -2.637 -6.470
H -4.974 1.639 -6.752
F 1.901 2.741 1.046
C -2.960 1.535 3.866
C -1.465 2.981 2.631
H -1.619 -0.254 -7.138
H -2.313 4.427 5.610
C 4.355 -1.944 -1.957
C 0.735 0.660 5.818
N -1.932 -0.190 -5.135
C -2.757 -2.779 -0.481
H 6.524 -2.070 0.652
H -4.573 -0.679 -6.320
C -0.356 -4.373 6.178
H 2.101 5.748 -0.615
H -2.978 -2.557 -5.609
H -0.896 3.234 1.762
N 0.653 4.135 -2.920
C -4.028 2.861 -4.718
H -3.952 -0.471 -7.939
C -4.068 -3.187 -0.722
C 0.731 -2.346 4.607
C 3.166 5.277 -2.404
C 1.050 1.618 6.773
S -3.973 0.139 3.595
H 4.453 -4.495 0.631
C -0.653 -2.538 4.678
C 1.724 0.062 5.035
C -3.544 3.292 -3.476
*
```

=====

Record 5
DFT (ωB97M-V with the def2-TZVPD basis set) results for a cluster of 12 separate species, C36H64O20 in total at a distorted geometry.

The calculation puts the HOMO energy (spin up / spin down) at -11.598 / -11.598 eV. Its expectation value of S² is 0.7567. The calculated total energy comes out at -79306.96101 eV.

```
! RIJCOSX wB97M-V def2-TZVPD def2/J DEFGRID3
* xyz 1 2
H 2.681 2.974 0.921
H 0.020 0.015 1.038
C 2.901 -2.782 -4.189
H 1.982 -0.529 -0.076
H 3.282 -3.803 -4.192
C -2.527 -3.342 -4.677
H -3.962 -3.799 -0.363
H 0.215 3.800 5.362
O 2.114 -3.982 0.509
H 2.546 -3.268 5.763
C 5.470 0.360 0.081
H 6.431 -0.532 -1.436
H 5.299 1.133 -0.668
H -5.713 -2.149 -1.051
O -1.033 -1.464 -0.976
O 5.031 4.206 -4.343
H 1.212 1.803 3.061
C -0.871 5.729 -0.773
H -1.792 -4.145 -4.628
C 2.431 -3.356 4.683
O 5.026 3.808 2.426
H -1.592 1.761 5.815
H 1.257 -0.098 -1.732
C -0.808 3.617 5.034
H 0.591 -4.352 5.303
H 4.633 0.164 0.751
C 2.579 2.818 -2.262
C 3.056 1.631 -3.044
C -5.254 1.410 -2.017
C 1.880 -5.184 -0.186
H -0.662 6.703 -0.330
H -4.713 1.966 -2.783
O -1.464 3.009 2.849
H 0.203 -2.323 0.239
C -3.653 -3.559 -3.741
H 2.307 3.945 2.329
H 0.262 1.352 -0.133
O -0.796 5.078 2.967
H -7.252 -2.478 1.125
C -1.978 -1.910 -4.365
C 0.088 0.283 -0.017
H -2.368 3.272 -1.206
H 3.754 -2.116 -4.063
H 2.402 -2.683 -3.225
H -1.496 -1.381 -5.186
H 0.438 -3.543 2.271
O -4.234 -4.587 -3.421
C 3.682 2.110 -4.290
O 0.558 -0.832 3.117
H -3.258 -2.244 0.012
O -0.727 3.453 -0.268
O 1.975 -2.498 -5.198
O 1.283 4.640 -0.265
H 2.815 -4.099 1.154
H -1.528 4.111 5.686
H 2.945 2.190 -5.089
O -3.322 -3.908 2.400
C -0.972 2.142 5.004
H -0.921 1.124 3.097
C -2.030 3.682 -0.254
H -5.638 0.498 -2.475
C 2.179 1.694 2.569
H 1.514 3.030 -2.356
H -5.145 -1.211 0.299
O -2.243 0.513 -0.822
H 2.611 -5.298 -0.987
C -1.197 -0.163 -0.648
O 4.406 1.754 3.171
O -4.630 1.314 -0.755
H 0.903 -5.065 -0.655
H -0.784 5.712 -1.860
H 0.014 1.727 5.217
H 1.892 -6.055 0.470
O -5.569 -3.452 1.984
H 0.463 -2.564 -1.521
H 4.551 1.533 -4.607
H 3.408 0.024 3.309
H -3.732 1.079 -0.999
C -5.393 -2.226 -0.012
H -1.267 -2.077 -3.555
H 2.847 1.144 4.484
C -4.090 -2.907 0.250
O 6.110 -0.759 -0.561
H -2.913 -3.222 -5.689
C 0.369 -3.288 3.328
H 2.208 0.997 -3.304
H 1.654 -1.593 -5.187
C 3.233 1.088 3.466
H -2.998 5.346 -1.188
C 1.113 -0.512 -0.734
O -3.927 -2.366 -3.210
H -3.097 -0.586 -3.072
C -1.541 1.830 3.648
H -3.943 -0.836 -4.643
H 3.801 1.039 -2.512
H 2.764 2.788 -1.188
H -2.582 5.713 0.518
O 2.205 -2.036 4.197
C 4.156 2.918 2.502
C -1.030 4.018 3.544
C 1.137 -4.117 4.390
C 1.044 -1.920 3.513
H 2.116 0.987 1.742
C 0.063 4.567 -0.416
H -2.563 3.333 0.630
H -2.564 1.456 3.688
H 6.321 0.828 0.577
C -4.233 -3.422 1.665
H -0.680 -3.151 3.591
H 1.378 -5.084 3.947
C 0.277 -1.835 -0.733
H -6.199 1.952 -1.992
O 3.416 3.865 -2.746
C 4.129 3.510 -3.854
C 2.728 2.992 2.010
H -6.747 -3.813 0.246
H 3.210 -3.942 4.195
C -6.337 -3.000 0.844
C -2.268 5.201 -0.392
C -3.329 -1.295 -3.868
*
```

=====

Record 6
DFT (ωB97M-V with the def2-TZVPD basis set) results for the molecule BrF2PS at a distorted geometry.

The calculation puts the HOMO energy at -10.715 eV. Its SMILES is FP(F)(=S)Br. The calculated total energy comes out at -95603.25849 eV.

```
! RIJCOSX wB97M-V def2-TZVPD def2/J DEFGRID3
* xyz 0 1
F -0.287 0.623 1.657
F -1.429 0.200 -0.664
P 0.074 0.068 -0.152
Br 0.222 -2.090 0.070
S 1.420 1.200 -0.911
*
```